# 1
DFT (wB97M-V/def2-TZVPD) results for a cluster of 2 separate species, C2H6O3 in total.

Last column: Löwdin charge in e.
Positions of all 11 atoms, in Å:
O  -0.76  2.20  1.46  0.04
C  -0.30  1.31  0.72  -0.55
O  -0.56  -0.04  0.90  0.00
C  0.48  1.64  -0.48  -0.02
H  -1.46  -0.27  1.50  0.23
H  1.43  2.17  -0.18  0.11
H  0.08  2.51  -1.00  0.09
H  0.86  0.74  -1.08  0.11
H  -0.03  -2.79  -0.08  0.08
H  0.10  -4.18  -0.81  -0.03
O  0.16  -3.28  -0.95  -0.06

## Properties
- E_HOMO: -10.53 eV
- SMILES: CC(=O)O.O
- E_LUMO: 0.32 eV
- F_max: 0.0949 Eh/bohr

***

# 2
DFT (wB97M-V/def2-TZVPD) results for a cluster of 2 separate species, C2H6O3 in total.

Last column: Löwdin charge in e.
Positions of all 11 atoms, in Å:
H  0.91  -0.62  -0.93  0.08
O  0.21  -1.03  -1.99  0.03
O  1.05  -0.12  0.09  0.03
H  -0.56  -0.66  -1.47  0.07
H  0.56  -0.37  -2.60  0.10
C  -0.09  0.33  0.52  -0.60
O  -1.01  0.55  -0.28  0.02
C  -0.19  0.40  2.00  0.01
H  0.25  -0.44  2.54  0.09
H  0.18  1.33  2.44  0.09
H  -1.29  0.36  2.16  0.09

## Properties
- E_HOMO: -10.51 eV
- SMILES: CC(=O)O.O
- E_LUMO: 0.66 eV
- F_max: 0.0435 Eh/bohr

***

# 3
DFT (wB97M-V/def2-TZVPD) results for an isolated molecule of C2H6O3.

Last column: Löwdin charge in e.
Positions of all 11 atoms, in Å:
C  0.82  -0.96  -0.14  -0.03
C  0.59  0.38  0.48  -0.36
O  0.93  1.47  -0.21  -0.06
H  0.76  0.45  1.56  0.14
H  0.49  -0.97  -1.18  0.09
H  0.30  -1.74  0.41  0.09
H  1.90  -1.16  -0.14  0.09
O  -1.04  0.78  0.36  -0.19
O  -1.87  0.05  -0.56  -0.04
H  -2.72  0.08  -0.09  0.10
H  -0.16  1.61  -0.49  0.18

## Properties
- E_HOMO: -10.19 eV
- SMILES: C[C@@H](O)OO
- E_LUMO: 0.78 eV
- F_max: 0.0583 Eh/bohr

***

# 4
DFT (wB97M-V/def2-TZVPD) results for a structure of composition C2H6O3.

Last column: Löwdin charge in e.
Positions of all 11 atoms, in Å:
H  -0.45  -0.99  -0.95  0.08
O  -0.32  -0.60  -2.12  0.00
O  -0.06  -1.06  0.22  -0.02
H  -0.20  0.43  -1.87  0.13
H  0.57  -1.06  -2.13  0.13
C  0.04  0.20  0.59  -0.50
O  0.05  1.03  -0.39  -0.06
C  0.26  0.56  2.07  0.02
H  -0.20  -0.10  2.72  0.05
H  1.23  0.63  2.53  0.08
H  -0.11  1.57  2.15  0.08

## Properties
- E_HOMO: -10.19 eV
- E_LUMO: 0.65 eV
- F_max: 0.0734 Eh/bohr

***

# 5
DFT (wB97M-V/def2-TZVPD) results for a cluster of 2 separate species, C2H6O3 in total.

Last column: Löwdin charge in e.
Positions of all 11 atoms, in Å:
O  0.76  -0.79  -1.04  0.42
C  0.79  -0.43  0.16  -0.23
O  1.09  0.98  0.48  0.16
C  0.63  -1.23  1.42  0.10
H  1.81  1.26  -0.15  0.16
H  1.58  -1.12  1.96  0.14
H  0.41  -2.35  1.26  0.16
H  -0.14  -0.79  1.91  0.08
H  -1.82  1.05  -1.55  0.02
H  -2.42  2.09  -2.51  0.06
O  -2.69  1.33  -1.94  -0.08

## Properties
- E_HOMO (alpha / beta): -14.56 / -14.56 eV
- Multiplicity: 2
- Charge: +1
- E_LUMO (alpha / beta): -6.48 / -10.99 eV
- F_max: 0.0941 Eh/bohr

***

# 6
DFT (wB97M-V/def2-TZVPD) results for a cluster of 2 separate species, C2H6O3S in total.

Last column: Löwdin charge in e.
Positions of all 12 atoms, in Å:
C  2.21  -1.18  0.39  -0.13
C  -1.80  1.37  -0.30  -0.49
O  -1.42  -0.93  -1.41  -0.46
O  1.03  -1.16  0.34  0.01
O  -0.69  1.48  0.63  -0.12
S  -1.23  0.67  -1.85  0.87
H  2.65  -1.95  -0.20  0.06
H  2.93  -0.55  0.95  0.09
H  -1.94  2.44  -0.43  0.09
H  -2.62  0.76  -0.18  0.04
H  -0.75  -1.50  -1.72  0.00
H  -0.69  0.80  1.27  0.04

## Properties
- E_HOMO: -8.31 eV
- SMILES: OCSO.C=O
- E_LUMO: 0.73 eV
- F_max: 0.0836 Eh/bohr

***

# 7
DFT (wB97M-V/def2-TZVPD) results for a structure of composition C2H6O3Tl.

Last column: Löwdin charge in e.
Positions of all 12 atoms, in Å:
O  -1.27  -1.32  0.39  -0.41
C  -0.59  -0.86  -0.70  -0.24
H  -1.11  -0.80  -1.68  0.13
H  0.13  -1.67  -0.95  0.12
Tl  -2.13  0.05  1.40  1.00
O  -1.66  1.28  0.00  -0.55
H  -0.55  1.57  -0.33  0.16
C  1.47  0.35  0.41  -0.17
O  0.64  0.38  -0.71  -0.28
H  2.16  1.21  0.44  0.10
H  0.87  0.40  1.34  0.06
H  2.03  -0.59  0.40  0.09

## Properties
- E_HOMO (alpha / beta): -9.11 / -9.44 eV
- Multiplicity: 2
- E_LUMO (alpha / beta): 0.23 / -2.59 eV
- F_max: 0.1410 Eh/bohr

***

# 8
DFT (wB97M-V/def2-TZVPD) results for a cluster of 2 separate species, C2H6O4 in total.

Last column: Löwdin charge in e.
Positions of all 12 atoms, in Å:
O  -3.95  0.54  2.25  -0.09
H  -3.04  0.33  1.95  0.05
H  -4.48  0.61  1.42  0.04
O  1.05  1.37  0.62  0.06
O  0.35  -1.38  -0.26  -0.03
O  2.05  -0.04  -1.00  -0.02
C  2.06  0.92  0.05  -0.21
C  0.87  -0.56  -1.30  -0.35
H  0.92  -2.17  -0.22  0.11
H  3.06  1.35  0.23  0.15
H  0.94  -1.23  -2.17  0.14
H  0.16  0.25  -1.55  0.14

## Properties
- E_HOMO: -10.93 eV
- SMILES: O=COCO.O
- E_LUMO: 0.63 eV
- F_max: 0.0956 Eh/bohr

***

What is the F_max in the first record? 0.0949 Eh/bohr